Entry 1:
ORCA calculation (ωB97M-V/def2-TZVPD) on one molecule with the formula C3H4N2O at a distorted geometry.

Properties
Orbital gap (eV): 8.76
Energy relative to the best compared isomer or geometry (same formula, charge and spin) (kcal/mol): 97.32
Electronic energy (eV): -8199.66540
SMILES string: [H]/N=c1\[nH]cco1

```
! wB97M-V def2-TZVPD RIJCOSX def2/J DEFGRID3
* xyz 0 1
C -0.7128 0.3673 -0.5318
C 0.7782 -0.6556 0.7043
C 1.3869 -0.5161 -0.3827
H -2.3625 1.4429 -0.4658
H -1.4315 -0.3830 1.2923
H 1.3992 -1.0157 1.5493
H 2.5074 -0.3485 -0.6620
N -1.6556 0.9768 -1.1532
N -0.3623 0.0327 0.7369
O 0.4529 0.0991 -1.0873
*
```


Entry 2:
ORCA calculation (ωB97M-V/def2-TZVPD) on one molecule with the formula C3H4N2O.

Properties
Orbital gap (eV): 8.72
Energy relative to the best compared isomer or geometry (same formula, charge and spin) (kcal/mol): 111.61
Electronic energy (eV): -8199.04559
SMILES string: C[N@@H+]1N=C=C1[O-]

```
! wB97M-V def2-TZVPD RIJCOSX def2/J DEFGRID3
* xyz 0 1
C -0.6890 0.8241 0.6836
N 0.2146 -0.2848 0.3641
C 0.2466 -1.0081 -1.2142
C 1.6668 -0.5423 -1.2981
O -0.6782 -1.4436 -1.7687
N 1.6733 0.0908 -0.1766
H 0.3016 -0.9401 1.1423
H -0.7296 1.4935 -0.1744
H -0.3180 1.3724 1.5505
H -1.6881 0.4381 0.8915
*
```


Values of LUMO level, in order: 0.0168, -0.0001, all in hartree.